Computed, not measured: the molecule CH3I2O2P in a non-equilibrium geometry, with ωB97M-V/def2-TZVPD.

Results
relative energy (zero: lowest compared OMol25 entry of this formula, charge and spin) = 120.7 kJ/mol
SMILES = OCOP(I)I
LUMO = -0.26 eV
gap between HOMO and LUMO = 8.733 eV
net charge = 0

Structure (XYZ):
```
9
Properties=species:S:1:pos:R:3:forces:R:3:lowdin_charge:R:1
O 0.06241 0.62513 0.97157 1.663 -0.356 3.534 -0.102
C -0.21476 -0.06405 -0.17552 -1.760 2.050 -0.165 -0.409
O -1.50257 -0.64304 -0.18225 -2.373 0.774 1.217 -0.556
P -2.71832 0.17000 0.74838 1.663 -0.852 -0.660 0.037
I -4.42242 -1.49592 0.37379 -0.175 -0.069 -0.193 0.346
I -3.36780 2.08437 -0.65702 0.037 -0.137 -0.149 0.281
H 0.52877 0.08358 1.73933 -1.645 1.350 -2.714 0.176
H -0.19857 0.69574 -0.98158 0.393 -0.626 0.133 0.129
H 0.37680 -0.88648 -0.24232 2.196 -2.135 -1.005 0.097
```
Positions in Å, forces in eV/Å.